Record 1
The following is a DFT calculation (ωB97M-V/def2-TZVPD) of one molecule with the formula C4H5IN2.

Results
LUMO energy (alpha / beta): -1.056 / -0.539 eV
multiplicity: 1
ΔE to the lowest compared entry with this formula, charge and spin: 583.5 kJ/mol

Structure (XYZ):
```
12
Properties=species:S:1:pos:R:3:forces:R:3
I -3.617 0.281 0.119 -0.239 -0.495 -0.081
N -1.611 0.222 0.626 1.927 2.444 -1.208
N -1.009 -0.815 0.933 -0.931 -3.273 0.852
C 1.180 -0.102 0.422 -0.972 -1.480 -0.324
C -0.397 1.013 -1.244 -0.649 -1.082 2.755
C 0.684 0.410 -0.898 2.699 0.180 -3.819
C 0.232 -1.160 0.938 0.103 3.349 -0.568
H 2.164 -0.526 0.448 0.640 0.122 -0.625
H -0.941 1.552 -1.965 -0.493 0.195 -0.625
H 0.694 -1.983 1.426 -0.700 -0.974 0.342
H 1.453 0.341 -1.825 -1.350 0.058 2.034
H 1.167 0.765 1.020 -0.038 0.956 1.266
```
Forces are in eV/Å.


Record 2
The following is a DFT calculation (ωB97M-V/def2-TZVPD) of C25H52Br2N2O6P2 as an isolated structure.

Results
LUMO energy (alpha / beta): 0.563 / 0.059 eV
⟨S²⟩: 2.0083
multiplicity: 3

Structure (XYZ):
```
89
Properties=species:S:1:pos:R:3:forces:R:3
Br -4.944 -3.610 -0.832 -0.320 0.564 0.412
Br -6.186 0.334 1.560 0.326 -0.697 -0.240
P -3.059 -0.480 0.087 2.433 2.875 -0.353
P -0.252 -0.616 -0.493 0.032 -1.660 -1.691
O -1.496 -0.465 0.711 -1.467 -0.454 -1.086
O 1.326 3.495 -3.230 -0.426 -0.183 -0.772
O -2.960 -1.182 -1.405 -0.670 -0.198 2.488
O -3.898 -1.361 1.187 0.801 0.953 -1.929
O 0.844 -2.884 3.636 -0.067 -0.538 -0.805
O -3.470 0.950 -0.100 -0.126 -2.151 0.354
N 1.774 4.195 -4.241 0.394 -0.494 2.954
N 0.137 -3.987 3.695 0.963 2.381 1.648
C 3.200 3.823 -4.453 1.381 -0.451 -1.647
C -2.225 -4.742 3.600 -0.061 -0.329 0.165
C -5.307 -1.380 1.060 -0.703 -1.262 0.278
C 4.145 4.492 -3.445 -0.167 0.324 0.362
C 2.197 -2.078 -0.705 0.176 0.695 0.141
C -1.265 -3.612 4.029 -2.097 -0.477 -0.592
C -0.352 2.288 -0.306 0.407 -0.617 -0.009
C -0.831 -4.340 6.444 -0.008 0.034 -0.024
C 2.423 6.238 -2.940 0.372 -0.198 0.167
C 2.343 -4.984 4.308 0.076 0.599 -0.198
C 0.360 -6.372 4.378 -0.344 -0.162 0.018
C 1.467 5.625 -3.971 -0.738 1.788 -1.013
C 0.636 -4.554 6.086 -0.292 0.309 0.160
C 0.106 1.073 -1.215 -0.366 1.257 1.082
C -6.053 -0.914 -1.423 0.500 -0.656 -0.692
C 3.889 5.986 -3.272 -0.003 -0.037 -0.001
C 1.293 -1.306 0.306 0.384 0.998 0.950
C 0.838 -4.925 4.611 0.532 -2.072 0.165
C -1.737 -2.397 3.214 0.674 0.189 0.041
C 1.523 6.449 -5.273 0.281 0.049 -0.250
C 3.627 4.181 -5.892 0.094 0.313 -0.144
C 0.020 5.805 -3.486 -0.060 -0.568 0.305
C -5.876 -1.954 -0.273 -0.893 1.105 -0.105
C 3.407 2.301 -4.373 -0.490 -0.110 0.415
C -1.458 -3.299 5.520 0.418 -0.057 0.354
H -1.016 -2.324 5.749 0.067 -0.017 -0.152
H -2.524 -3.211 5.742 -0.008 -0.002 -0.228
H 2.966 -1.368 -1.061 -0.353 -0.430 -0.124
H 2.210 5.830 -1.947 -0.086 -0.134 -0.073
H 0.419 -6.640 3.321 -0.024 0.082 0.017
H -1.207 2.788 -0.777 0.334 0.008 0.299
H -1.384 -5.282 6.393 0.036 0.005 -0.033
H -0.151 5.363 -2.504 0.075 -0.124 -0.098
H 4.546 3.659 -6.160 -0.050 -0.086 0.153
H 2.525 6.591 -5.668 -0.017 -0.097 0.002
H -0.908 -3.999 7.480 -0.012 -0.027 -0.024
H -0.668 1.916 0.680 -0.023 0.275 -0.325
H 1.193 -3.642 6.320 0.006 0.041 -0.171
H 3.244 1.910 -3.368 -0.159 0.084 -0.050
H 2.864 3.883 -6.613 -0.040 0.044 0.060
H 1.169 1.215 -1.483 -0.350 -0.494 0.204
H 2.854 -4.049 4.534 -0.140 0.043 -0.099
H 1.054 -5.338 6.723 0.076 -0.059 -0.200
H 4.518 6.372 -2.465 -0.002 -0.003 -0.038
H -1.599 -2.564 2.146 0.037 -0.021 0.052
H 2.246 7.315 -2.870 -0.173 -0.066 -0.121
H 0.992 -7.070 4.929 0.117 0.144 -0.012
H -0.685 5.359 -4.190 0.048 -0.034 0.021
H -2.249 -5.583 4.291 0.087 -0.017 -0.052
H -0.220 6.865 -3.401 0.203 0.025 -0.123
H -5.580 -1.309 -2.340 -0.139 0.233 0.420
H -2.796 -2.210 3.388 0.003 -0.252 0.104
H -0.653 -6.567 4.722 -0.004 0.072 -0.072
H 4.039 4.009 -2.467 -0.135 -0.064 -0.068
H 4.183 6.534 -4.172 -0.043 -0.019 -0.002
H 2.520 -5.226 3.258 -0.041 0.044 0.013
H 4.432 2.046 -4.643 -0.002 0.235 -0.080
H 1.136 7.454 -5.098 -0.082 -0.089 0.140
H -2.874 -0.422 -1.989 -0.016 0.194 -0.300
H 2.740 1.776 -5.060 -0.029 0.036 0.034
H 5.182 4.335 -3.753 -0.102 -0.144 -0.139
H -0.451 1.168 -2.164 0.266 -0.428 0.383
H -5.582 0.055 -1.199 -0.299 -0.354 0.006
H 3.846 5.238 -6.033 -0.107 -0.001 0.004
H 1.058 -1.943 1.178 -0.310 0.295 -0.467
H -5.656 -2.069 1.843 0.418 0.424 -0.157
H 2.745 -2.877 -0.178 -0.371 0.207 -0.255
H 0.910 5.992 -6.054 0.040 -0.054 0.054
H -6.892 -2.294 -0.014 0.573 -0.037 0.037
H 2.820 -5.757 4.912 -0.226 -0.065 0.039
H -1.215 -1.480 3.489 0.148 -0.115 -0.086
H 0.485 2.986 -0.141 -0.442 -0.151 -0.218
H -1.973 -5.113 2.606 0.061 0.007 0.038
H -3.252 -4.375 3.557 0.100 0.162 0.004
H 1.908 -0.473 0.711 -0.333 -0.445 0.001
H 1.664 -2.482 -1.578 0.063 0.037 0.381
H -7.118 -0.784 -1.680 0.417 0.068 0.397
```
Forces are in eV/Å.


Record 3
The following is a DFT calculation (ωB97M-V/def2-TZVPD) of C12H24IrN2O4PSe3Te as an isolated structure.

Results
LUMO energy (alpha / beta): -0.807 / -0.812 eV
multiplicity: 1
ΔE to the lowest compared entry with this formula, charge and spin: 53.1 kJ/mol

Structure (XYZ):
```
48
Properties=species:S:1:pos:R:3:forces:R:3
Ir 0.389 -2.280 0.704 1.759 1.077 0.973
Te 3.019 -2.441 3.519 0.115 0.022 0.443
Se 4.061 -2.763 1.232 0.551 0.339 -0.078
Se 2.356 -3.534 -0.077 -1.421 -0.009 0.154
Se 0.613 -2.967 3.055 -0.150 -0.503 -0.712
P 0.831 0.195 -0.070 0.150 -0.338 -0.975
O 1.744 0.965 -1.073 0.303 0.221 0.008
O 0.003 -0.797 -0.883 -0.183 -0.270 -0.124
O 1.573 -0.619 0.975 0.717 0.424 0.342
O -0.018 1.307 0.616 -0.396 0.578 0.413
N -1.196 -3.368 0.340 -1.696 -0.813 -0.432
N -3.117 -3.554 -0.660 -0.341 -0.105 0.049
C -1.636 2.763 1.490 -0.033 0.117 0.078
C 3.608 2.111 -1.919 0.135 -0.012 -0.154
C -1.802 -3.374 -0.851 0.232 -0.180 0.359
C -1.167 -3.253 -2.189 -0.008 -0.022 0.071
C -2.111 0.322 1.371 0.027 -0.208 0.069
C -2.190 -3.559 1.306 0.447 -0.142 -0.151
C -3.383 -3.671 0.693 -0.131 -0.045 -0.297
C -2.004 1.685 -0.735 0.030 -0.060 -0.233
C 3.171 2.137 0.542 0.053 -0.056 0.126
C 1.664 3.399 -1.021 -0.203 0.014 -0.053
C -1.461 1.500 0.669 0.002 -0.008 0.055
C 2.546 2.175 -0.841 -0.025 -0.173 0.094
H -0.145 -2.904 -2.078 0.031 -0.011 0.001
H -1.189 3.618 0.981 -0.009 -0.020 0.005
H -1.948 -3.616 2.354 0.014 0.036 -0.039
H -3.197 0.439 1.348 0.017 -0.006 0.060
H 0.975 3.521 -0.184 0.058 -0.024 -0.039
H 3.831 1.275 0.648 -0.028 0.028 -0.016
H -3.793 -3.612 -1.401 -0.018 -0.017 -0.003
H 3.145 2.013 -2.902 0.007 0.039 0.048
H -1.161 2.649 2.465 -0.026 -0.003 -0.035
H -2.699 2.967 1.639 0.057 -0.011 -0.011
H -1.168 -4.223 -2.692 -0.002 0.034 0.004
H 2.416 2.081 1.330 0.003 0.055 -0.072
H 3.749 3.051 0.691 0.019 -0.044 0.019
H -1.498 2.516 -1.232 -0.023 -0.020 0.035
H -1.699 -2.529 -2.807 -0.006 -0.021 0.019
H 4.210 3.021 -1.904 0.002 -0.061 0.009
H -1.781 0.249 2.408 0.011 0.021 -0.010
H -4.376 -3.826 1.077 0.040 0.000 -0.028
H -1.861 0.784 -1.336 -0.022 0.080 0.100
H 4.260 1.250 -1.758 -0.039 0.037 -0.010
H -1.868 -0.618 0.870 -0.077 0.061 -0.077
H -3.070 1.913 -0.680 0.016 0.000 -0.031
H 2.292 4.289 -1.091 -0.033 -0.014 0.029
H 1.080 3.313 -1.941 0.075 0.012 0.019
```
Forces are in eV/Å.


Record 4
The following is a DFT calculation (ωB97M-V/def2-TZVPD) of C5H6OS as an isolated structure.

Results
LUMO energy: 0.994 eV
multiplicity: 1
ΔE to the lowest compared entry with this formula, charge and spin: 245.8 kJ/mol

Structure (XYZ):
```
13
Properties=species:S:1:pos:R:3:forces:R:3
S 0.515 -0.034 2.089 -0.196 -0.126 -0.196
O -0.521 -1.179 -0.516 0.349 -0.175 -0.308
C 0.730 -0.455 -0.749 -0.279 0.212 -0.504
C 0.284 0.513 0.377 -0.089 0.470 0.519
C 0.350 0.414 -1.997 -0.002 -0.370 0.862
C -0.896 0.783 -1.667 -0.098 0.870 -1.307
C -1.054 0.162 -0.305 -0.481 -0.975 0.268
H -1.615 1.409 -2.252 0.800 -0.644 0.836
H -1.990 0.119 0.223 -0.366 0.377 0.110
H 1.006 0.706 -2.801 -0.173 -0.152 -0.145
H -0.097 -1.237 1.958 0.213 0.372 -0.089
H 1.617 -1.089 -0.685 -0.091 0.331 -0.175
H 0.526 1.574 0.306 0.413 -0.191 0.128
```
Forces are in eV/Å.